No. 1
Molecular formula: C11H8AsBr2Cl2HgN2S4
Method: DFT, the ωB97M-V functional and the def2-TZVPD basis

The multiplicity is 2. For the frontier orbital gap (spin up / spin down), the calculation gives 4.4 / 4.8 eV. The LUMO energy (spin up / spin down) is 3.76 / 3.75 eV. Its net charge is -2. Its HOMO energy (spin up / spin down) is -0.64 / -1.02 eV. Its expectation value of S² is 0.77.

CARTESIAN COORDINATES (ANGSTROEM)
Hg1 0.058 1.422 -0.960
Br1 -0.305 -1.007 5.575
Br2 3.311 -4.655 -0.312
As1 1.584 3.036 -3.064
Cl1 -2.920 2.849 -0.646
Cl2 -3.003 -0.059 -1.068
S1 -0.338 1.865 -3.296
S2 3.182 1.997 -3.943
S3 1.794 3.079 -0.807
S4 1.368 4.975 -3.836
N1 -0.577 0.423 1.133
N2 0.613 -0.905 -0.900
C1 1.235 -1.466 -1.925
C2 -1.164 0.709 3.448
C3 0.232 -1.149 2.789
C4 -0.410 -0.439 3.751
C5 -3.947 1.440 -0.965
C6 0.785 -1.407 0.364
C7 2.213 -3.104 -0.543
C8 2.062 -2.574 -1.828
C9 0.146 -0.721 1.432
C10 -1.186 1.072 2.113
C11 1.601 -2.559 0.544
H1 -4.439 1.593 -1.917
H2 0.805 -2.026 3.050
H3 -1.681 1.279 4.204
H4 1.748 -2.987 1.524
H5 2.569 -2.978 -2.689
H6 -1.745 1.954 1.814
H7 1.063 -0.999 -2.891
H8 -4.653 1.342 -0.149

Atom charges from the natural (NBO) analysis, given in e for atoms 1 to 8:
1. Hg 1.333
2. Br -0.018
3. Br -0.013
4. As 0.969
5. Cl -0.004
6. Cl -0.007
7. S -0.897
8. S -0.812

***

No. 2
Molecular formula: C4H8KO3
Method: DFT, the ωB97M-V functional and the def2-TZVPD basis

The multiplicity is 2. For the frontier orbital gap (spin up / spin down), the calculation gives 4.0 / 7.5 eV. The LUMO energy (spin up / spin down) is -0.74 / -0.89 eV. The value obtained for the energy above the lowest of the compared OMol25 structures with the same formula, charge and spin is 0.524 eV. Its HOMO energy (spin up / spin down) is -4.70 / -8.43 eV. Its expectation value of S² is 0.75.

CARTESIAN COORDINATES (ANGSTROEM)
K1 1.354 0.709 3.147
O1 1.778 -0.342 0.944
O2 -0.169 0.688 0.516
O3 1.185 0.232 -1.220
C1 -1.476 0.472 0.016
C2 0.844 -0.188 0.062
C3 2.281 -0.447 -1.788
C4 -2.381 -0.017 1.128
H1 -2.552 0.792 1.850
H2 -1.929 -0.862 1.668
H3 -1.852 1.421 -0.395
H4 -3.354 -0.333 0.725
H5 -1.434 -0.257 -0.810
H6 2.149 -1.539 -1.719
H7 2.336 -0.149 -2.841
H8 3.221 -0.181 -1.281

Atom charges from the natural (NBO) analysis, given in e for atoms 1 to 8:
1. K 0.930
2. O -0.923
3. O -0.622
4. O -0.573
5. C -0.067
6. C 0.661
7. C -0.252
8. C -0.629

***

No. 3
Molecular formula: C27H53N2O5PSSbSi3Tc
Method: DFT, the ωB97M-V functional and the def2-TZVPD basis

The multiplicity is 4. For the frontier orbital gap (spin up / spin down), the calculation gives 6.8 / 6.5 eV. The LUMO energy (spin up / spin down) is -9.82 / -10.13 eV. Its net charge is +3. Its HOMO energy (spin up / spin down) is -16.58 / -16.65 eV. Its expectation value of S² is 3.83.

CARTESIAN COORDINATES (ANGSTROEM)
Sb1 -0.780 1.941 -1.998
Tc1 -0.134 0.861 0.301
S1 -0.066 1.201 2.979
P1 1.967 -0.051 -0.584
Si1 -2.451 3.672 -0.846
Si2 1.071 3.283 -3.354
Si3 -2.135 0.323 -3.585
O1 0.623 2.002 1.868
O2 1.780 -1.420 0.154
O3 2.151 -0.223 -2.124
O4 3.269 0.670 -0.116
O5 0.721 0.135 3.508
N1 -1.323 -0.869 0.405
N2 -1.295 0.671 2.002
C1 3.688 0.923 1.280
C2 -2.115 4.883 7.201
C3 0.196 4.821 -3.910
C4 -1.905 4.196 4.794
C5 4.344 0.318 -3.157
C6 -1.462 -2.088 -0.149
C7 -1.349 4.834 0.100
C8 -1.447 3.358 3.805
C9 -1.587 3.968 6.143
C10 2.551 -2.686 0.083
C11 3.389 -0.771 -2.755
C12 -1.499 -0.701 1.735
C13 3.970 2.392 1.438
C14 1.443 2.135 -4.764
C15 -3.257 4.424 -2.341
C16 -0.791 2.870 6.474
C17 -1.811 -3.163 0.632
C18 -2.545 1.448 -5.006
C19 -0.653 2.267 4.174
C20 -1.801 -1.740 2.591
C21 -0.935 -1.031 -4.023
C22 -1.973 -2.986 2.010
C23 2.443 3.635 -2.157
C24 -3.678 2.751 0.205
C25 -3.618 -0.223 -2.606
C26 -0.318 2.009 5.503
C27 3.943 -2.545 0.636
H1 4.579 0.318 1.423
H2 -2.552 4.801 -3.081
H3 -4.369 0.568 -2.565
H4 0.590 2.075 -5.442
H5 -1.487 -1.898 -4.395
H6 -1.713 2.088 -5.302
H7 -3.381 -0.515 -1.584
H8 3.922 -2.203 1.670
H9 4.714 2.719 0.713
H10 -1.956 -4.133 0.178
H11 -0.318 -1.353 -3.182
H12 4.560 -1.871 0.041
H13 -0.657 4.615 -4.558
H14 -3.935 3.720 -2.824
H15 -2.519 5.048 4.533
H16 1.951 -3.373 0.673
H17 0.301 1.162 5.763
H18 -2.027 5.926 6.895
H19 -1.304 -2.165 -1.216
H20 -0.537 2.690 7.510
H21 -3.857 5.274 -2.001
H22 3.064 2.987 1.324
H23 -2.238 -3.834 2.629
H24 -1.909 -1.574 3.653
H25 -2.801 0.833 -5.874
H26 -1.594 4.748 8.146
H27 0.913 5.401 -4.500
H28 -3.239 2.056 0.921
H29 -1.979 5.546 0.642
H30 3.273 4.089 -2.708
H31 4.720 0.866 -2.296
H32 2.532 -3.009 -0.956
H33 -1.695 3.538 2.767
H34 -0.711 4.330 0.829
H35 -0.262 -0.704 -4.817
H36 2.906 0.565 1.951
H37 -4.077 -1.084 -3.102
H38 -3.175 4.682 7.368
H39 -0.127 5.453 -3.083
H40 -4.255 3.487 0.774
H41 2.828 2.750 -1.652
H42 3.887 1.012 -3.861
H43 3.008 -1.326 -3.609
H44 -3.405 2.082 -4.786
H45 4.419 -3.527 0.620
H46 2.284 2.530 -5.341
H47 3.844 -1.469 -2.055
H48 5.194 -0.149 -3.659
H49 -4.385 2.201 -0.419
H50 2.118 4.357 -1.405
H51 4.374 2.570 2.435
H52 -0.708 5.413 -0.566
H53 1.695 1.128 -4.435

Atom charges from the Löwdin analysis, given in e for atoms 1 to 8:
1. Sb 0.957
2. Tc 1.151
3. S 0.698
4. P 0.563
5. Si 0.374
6. Si 0.387
7. Si 0.379
8. O -0.450